DFT (ωB97M-V with the def2-TZVPD basis set) results for C50H75ClN7O2SSbSi3Ti as an isolated structure in a non-equilibrium geometry.

```
141
Properties=species:S:1:pos:R:3:lowdin_spin:R:1
C -4.568 3.603 -1.262 0.000
C -5.110 2.947 3.813 0.000
C -3.849 2.854 3.233 0.000
O 2.385 0.595 0.371 -0.003
H -2.758 2.259 1.502 0.000
H -2.203 -6.532 -2.749 0.000
H 4.305 1.913 -0.774 0.000
S 0.591 -0.709 2.286 -0.004
N -1.329 3.277 -0.225 0.007
H -1.101 -4.993 0.431 0.000
C 0.950 -5.829 -3.559 0.000
Si -0.396 -4.877 -2.639 0.000
C 7.344 0.536 -0.192 0.002
C -1.756 -5.976 -1.921 0.000
H 7.769 -0.904 1.344 0.000
H -1.820 -1.614 -2.590 0.000
H 0.144 -6.759 0.621 0.000
C 2.308 1.909 -2.599 -0.001
C 4.403 1.866 -3.757 -0.001
H -6.242 3.199 5.622 0.000
H 0.398 -1.721 -5.346 0.000
H 2.824 2.456 5.488 0.000
H -1.991 3.172 6.061 0.000
C 1.040 -0.278 -2.306 -0.008
H -2.031 4.317 -1.879 0.000
H 6.634 1.981 -1.609 0.000
H -0.222 -0.264 -6.135 0.000
H -4.727 6.053 -0.283 0.000
H -6.066 3.168 0.281 0.000
H 2.213 -1.780 0.044 0.004
H -1.770 -0.204 0.219 0.003
C -2.863 3.103 5.425 0.000
C -0.003 2.330 1.083 0.008
Cl -4.303 3.412 7.688 0.000
N -0.693 3.428 0.952 0.001
H 5.439 -0.935 2.196 0.000
H 4.075 -0.232 4.718 0.000
C 5.718 -0.305 1.363 0.001
H -3.416 2.017 -2.203 0.000
C -2.115 4.353 -0.795 0.000
H 3.433 3.665 -3.102 0.000
H -4.517 2.168 1.329 0.000
C 0.987 -6.727 -0.072 0.000
C -5.259 3.120 5.180 0.000
Ti 0.935 -0.287 -0.233 0.881
C -0.973 2.120 -0.783 0.015
H -3.664 4.090 -3.200 0.000
C -3.599 4.438 -0.363 0.000
C 3.588 1.837 5.019 0.001
H 3.616 -1.147 -0.899 0.001
H 3.690 2.128 3.976 0.000
C 0.375 -0.633 -5.299 -0.001
C -2.211 -3.359 1.237 0.002
C -3.699 2.763 1.733 0.000
H 1.114 -0.831 6.126 0.000
C 6.372 1.331 -0.784 0.000
C 2.234 0.510 -2.715 -0.001
H -1.476 -4.576 -4.823 0.000
H 0.685 -7.217 -0.998 0.000
H -1.420 -6.702 -1.180 0.000
H 3.475 -4.652 -2.108 0.000
H 8.359 0.556 -0.565 0.000
H -3.703 1.728 -0.478 0.000
N -0.142 1.473 0.025 0.005
N 2.020 -0.051 4.431 0.015
H -2.305 -3.579 -3.635 0.000
H -0.771 -3.041 -4.330 0.000
Si 1.683 -4.980 -0.329 0.000
C -1.936 -0.677 -3.129 0.001
C 2.010 -0.165 3.097 0.006
H -6.679 3.182 -1.371 0.000
C -1.592 -1.262 0.336 0.007
H 4.538 2.024 5.519 0.000
C -3.712 4.190 1.156 0.000
H 1.532 2.450 -2.075 0.000
H -1.344 1.756 -1.722 0.001
H 4.178 -5.074 -0.544 0.000
C -2.421 -1.986 1.154 0.006
H 5.083 -0.133 -4.193 0.000
H -5.363 3.643 -3.270 0.000
H -1.668 5.284 -0.452 0.000
H 1.403 -0.289 -5.445 0.000
H 0.497 -6.459 -4.326 0.000
C -0.436 -3.137 -0.401 0.005
C -1.322 -3.909 -3.971 0.000
C 0.521 -3.793 -1.323 0.001
C -4.137 2.132 -1.391 0.000
H -2.545 -0.870 -4.015 0.000
C 3.380 2.584 -3.148 0.000
H -2.502 -0.001 -2.483 0.000
C 0.191 1.072 5.676 0.001
H 0.111 -0.830 4.681 0.000
H -2.547 -5.371 -1.475 0.000
H -0.727 0.870 6.227 0.000
Si -0.261 0.045 -3.649 0.000
H -4.629 4.678 1.498 0.000
C 0.829 -0.248 5.249 0.001
H 1.785 -7.330 0.370 0.000
C 4.736 0.479 0.757 0.000
H 1.623 -3.263 1.554 0.000
H -0.199 2.595 -3.315 0.000
C 3.339 0.390 1.226 0.008
N -0.567 -1.790 -0.378 0.009
H 0.614 2.131 1.941 0.001
H -0.042 2.133 -4.993 0.000
C 5.069 1.298 -0.318 0.002
H 3.418 -6.310 -1.529 0.000
H 1.558 -6.469 -2.918 0.000
H 2.988 -4.367 1.721 0.000
C -2.732 2.933 4.056 0.000
H -1.742 2.871 3.615 0.000
H 0.855 1.649 6.319 0.000
H 1.619 -5.124 -4.058 0.000
C 1.937 -4.300 1.426 0.000
H -4.893 5.241 -2.675 0.000
O -3.834 5.833 -0.566 0.000
H -3.200 -1.494 1.719 0.000
H -2.884 4.739 1.613 0.000
H 5.254 2.365 -4.200 0.000
Sb 1.822 -2.381 -2.529 0.006
C -4.621 4.188 -2.685 0.000
H -1.625 2.073 -4.224 0.000
H -0.058 1.672 4.799 0.000
H -5.997 2.887 3.191 0.000
H -5.004 1.521 -1.647 0.000
C 3.340 -5.267 -1.217 0.000
C -1.249 -3.924 0.436 0.004
C -4.129 3.196 5.980 0.000
N 3.249 -0.165 -3.279 -0.001
C -0.558 1.889 -4.063 0.001
H 1.363 -4.898 2.138 0.000
C 4.303 0.489 -3.767 0.000
C 7.014 -0.282 0.881 0.000
H 3.571 -2.831 -0.372 0.000
C 3.250 0.351 5.125 0.001
H -2.809 -3.974 1.896 0.000
C -5.990 3.672 -0.683 0.000
H -6.331 4.702 -0.563 0.000
C 2.971 -2.000 -0.726 0.007
N 3.177 0.106 2.487 0.003
H 3.121 0.079 6.172 0.000
```

- 2S+1 = 2
- HOMO-LUMO gap (alpha / beta) (eV) = 7.42 / 7.39
- <S²> = 0.75
- charge = +1